Entry P
The following is a quantum chemistry calculation of a structure of composition C4H6O2, from OMol25.

The geometry in XYZ format:
```
12
C4H6O2 (ωB97M-V/def2-TZVPD)
O 2.3861 -0.4288 -0.5500
C 1.8586 0.1740 0.3574
C 0.3577 0.4464 0.2594
C -0.3576 -0.5198 -0.6552
C -1.5803 -0.0786 0.1245
O -0.6979 0.2235 1.2495
H 2.4821 0.6523 1.1332
H 0.2890 1.5164 0.0010
H -0.0948 -1.4988 -0.2475
H -0.2447 -0.5109 -1.7353
H -2.3568 -0.8238 0.3141
H -2.0416 0.8482 -0.2511
```

Output
gap between HOMO and LUMO = 10.6923 eV
2S+1 = 1
lowest unoccupied orbital energy = 0.7 eV
highest occupied orbital energy = -9.9 eV



Entry Q
The following is a quantum chemistry calculation of an isolated molecule of C4H6O2, from OMol25.

The geometry in XYZ format:
```
12
C4H6O2 (ωB97M-V/def2-TZVPD)
C -1.2788 -1.0270 -0.0606
C -0.0992 -0.4951 0.7617
O 0.2848 -1.1127 1.7279
C 0.6345 0.8259 0.3814
C 1.0977 0.7584 -1.0554
O 0.3490 0.5014 -1.9674
H -1.0313 -1.2152 -1.1097
H -2.1354 -0.3423 -0.0687
H -1.5933 -1.9663 0.4031
H -0.0581 1.6704 0.5045
H 1.4891 1.0253 1.0434
H 2.1819 0.8990 -1.2440
```

Output
gap between HOMO and LUMO = 10.4478 eV
2S+1 = 1
lowest unoccupied orbital energy = 0.6 eV
SMILES = CC(=O)CC=O
highest occupied orbital energy = -9.9 eV



Which is the most stable structure? entry Q is the most stable.



Entry P
The following is a quantum chemistry calculation of a cluster of 2 separate species, C4H6O2 in total, from OMol25.

The geometry in XYZ format:
```
12
C4H6O2 (ωB97M-V/def2-TZVPD)
C -1.5377 -0.3497 -0.5184
C -0.5224 -0.3990 0.5901
O -0.2537 -1.3909 1.2345
C 0.1668 0.9399 0.8975
C 1.9847 -0.0802 -0.3498
O -0.1162 1.9598 0.3077
H -1.1217 0.1708 -1.3863
H -1.8678 -1.3560 -0.7816
H -2.3934 0.2471 -0.1836
H 0.8317 0.8957 1.7786
H 1.7851 -0.3026 -1.4151
H 3.0447 -0.3349 -0.1736
```

Output
gap between HOMO and LUMO (alpha / beta) = 7.6504 / 7.6368 eV
2S+1 = 1
lowest unoccupied orbital energy (alpha / beta) = -1.7 / -1.7 eV
highest occupied orbital energy (alpha / beta) = -9.3 / -9.3 eV



Entry Q
The following is a quantum chemistry calculation of a structure of composition C4H6O2, from OMol25.

The geometry in XYZ format:
```
12
C4H6O2 (ωB97M-V/def2-TZVPD)
C -0.2054 1.4726 -0.0415
C 0.0661 0.0477 0.4102
C -0.7257 -1.2208 0.0390
O 0.5040 -1.8661 -0.4009
C 1.1863 -0.6840 -0.3191
O 2.2446 -0.4171 -0.7833
H -1.1174 1.8883 0.3959
H 0.6370 2.0854 0.2992
H -0.2590 1.5694 -1.1304
H 0.2686 0.0323 1.4862
H -1.4029 -1.1386 -0.8128
H -1.1962 -1.7692 0.8575
```

Output
gap between HOMO and LUMO = 11.3162 eV
2S+1 = 1
lowest unoccupied orbital energy = 0.8 eV
highest occupied orbital energy = -10.5 eV



Entry R
The following is a quantum chemistry calculation of a structure of composition C4H6O2, from OMol25.

The geometry in XYZ format:
```
12
C4H6O2 (ωB97M-V/def2-TZVPD)
O 2.3664 -0.8533 0.1639
C 1.6177 -0.0305 0.6318
C 0.4802 0.6149 -0.1378
C -0.4354 -0.3526 -0.8959
C -1.3772 -0.1193 0.2938
O -0.5761 0.9877 0.7568
H 1.7047 0.3214 1.6824
H 0.8770 1.4719 -0.6997
H -0.0483 -1.3584 -1.0697
H -0.8168 0.0717 -1.8267
H -1.3866 -0.9328 1.0310
H -2.4055 0.1793 0.0701
```

Output
gap between HOMO and LUMO = 10.5387 eV
2S+1 = 1
lowest unoccupied orbital energy = 0.9 eV
highest occupied orbital energy = -9.7 eV



Entry S
The following is a quantum chemistry calculation of a structure of composition C4H6O2, from OMol25.

The geometry in XYZ format:
```
12
C4H6O2 (ωB97M-V/def2-TZVPD)
O -0.6634 -1.4765 3.0675
C -1.0871 -1.0323 2.1159
C 0.7643 -0.7261 -0.2919
C 0.1260 -0.0088 -1.2174
C 0.8054 1.1923 -0.6166
O 1.4326 0.2937 0.3567
H -2.1780 0.5134 0.5460
H 0.8871 -1.7554 0.0299
H -2.1243 0.7420 -0.1560
H -0.5506 -0.1908 -2.0345
H 0.1989 1.9417 -0.1000
H 1.5665 1.6747 -1.2353
```

Output
gap between HOMO and LUMO = 10.1075 eV
2S+1 = 1
lowest unoccupied orbital energy = 1.2 eV
highest occupied orbital energy = -9.0 eV



Which is the most stable structure? entry Q is the most stable.



Entry P
The following is a quantum chemistry calculation of a structure of composition H20HeO10, from OMol25.

The geometry in XYZ format:
```
31
H20HeO10 (ωB97M-V/def2-TZVPD)
He -12.6157 -3.0690 -17.6050
O -13.2473 -2.1260 -21.3155
H -13.6359 -2.9687 -21.5504
H -12.4296 -2.3538 -20.8731
O -15.3161 -1.8376 -19.3931
H -15.3664 -0.8860 -19.3020
H -14.7787 -1.9759 -20.1730
O -10.7805 -3.6397 -15.7984
H -10.0168 -3.2577 -15.3659
H -10.9877 -4.4159 -15.2782
O -12.6733 -5.3346 -19.2911
H -12.9770 -5.7661 -18.4925
H -12.0180 -4.7054 -18.9896
O -11.1889 -6.3599 -15.0816
H -11.4252 -6.7411 -14.2360
H -11.9707 -6.4723 -15.6224
O -15.5970 -3.3300 -16.7112
H -14.9164 -2.9287 -16.1710
H -15.4951 -2.9194 -17.5699
O -15.8624 -5.9892 -16.5133
H -15.6315 -5.0637 -16.5931
H -16.7307 -5.9860 -16.1106
O -13.3570 -2.3632 -15.2806
H -13.3512 -1.4371 -15.5226
H -12.4358 -2.6223 -15.3007
O -13.3376 -6.5694 -16.9410
H -14.2569 -6.3917 -16.7424
H -13.2838 -7.5236 -16.9949
O -10.0572 -4.1888 -18.3163
H -10.3691 -3.9725 -17.4376
H -10.2032 -5.1313 -18.3976
```

Output
gap between HOMO and LUMO = 10.8733 eV
2S+1 = 1
lowest unoccupied orbital energy = 0.3 eV
highest occupied orbital energy = -10.5 eV



Entry Q
The following is a quantum chemistry calculation of a structure of composition H20HeO10, from OMol25.

The geometry in XYZ format:
```
31
H20HeO10 (ωB97M-V/def2-TZVPD)
He -0.2484 0.2806 -0.4890
O 1.5779 1.2872 3.3102
H 1.6945 0.9000 4.1777
H 1.0158 0.6680 2.8445
O -2.1660 -0.8031 1.0449
H -2.0816 -1.6765 0.6625
H -2.8334 -0.9018 1.7239
O -2.7815 -2.0044 -1.7008
H -3.6630 -1.6509 -1.5818
H -2.8558 -2.9247 -1.4484
O 0.3762 -0.8107 2.0258
H -0.5213 -0.8095 1.6930
H 0.8166 -1.4980 1.5260
O -4.1720 0.8583 -0.0068
H -4.7302 0.2594 -0.5029
H -3.4533 0.3104 0.3089
O 3.3680 2.0214 1.3146
H 2.8344 2.5305 0.7043
H 2.7523 1.7319 1.9878
O 1.3357 1.4632 -2.8174
H 2.2104 1.2061 -2.5257
H 0.8101 0.6680 -2.7294
O -0.0335 -1.1000 -2.8262
H -0.9730 -1.2684 -2.7530
H 0.3770 -1.8140 -2.3385
O 1.9219 3.1761 -0.6625
H 1.4374 2.8198 -1.4072
H 1.2874 3.7277 -0.2051
O 2.1838 -2.3560 0.5847
H 2.7028 -1.5980 0.3159
H 1.8107 -2.6925 -0.2301
```

Output
gap between HOMO and LUMO = 8.7227 eV
2S+1 = 1
lowest unoccupied orbital energy = -0.8 eV
highest occupied orbital energy = -9.5 eV



Which is the most stable structure? entry P is the most stable.



Entry P
The following is a quantum chemistry calculation of an isolated molecule of C7H14O3, from OMol25.

The geometry in XYZ format:
```
24
C7H14O3 (ωB97M-V/def2-TZVPD)
C 1.0185 0.8438 -0.6847
C -0.3014 -0.8648 0.8400
C 0.6201 1.9045 -1.6997
C -0.6618 -0.8885 2.2623
C 0.0542 -2.1446 0.1839
C -1.5858 0.0673 -0.6632
C -0.2428 0.4928 0.2675
O 1.9868 1.3296 0.2174
O 1.5881 -0.2399 -1.3773
O -0.4745 1.4903 1.0702
H 1.4513 1.7947 0.8940
H 2.3751 -0.4968 -0.8809
H 0.0196 1.4762 -2.5017
H 0.0688 2.7015 -1.2035
H 1.5368 2.3113 -2.1257
H -0.8154 -1.8845 2.6736
H 0.1239 -0.3371 2.7990
H -1.5313 -0.2389 2.4199
H 0.9036 -2.5839 0.7204
H -0.7739 -2.8526 0.3063
H 0.2946 -2.0483 -0.8677
H -2.4415 -0.3342 -0.1217
H -1.8931 1.0506 -1.0085
H -1.3198 -0.5486 -1.5198
```

Output
gap between HOMO and LUMO = 7.8230 eV
2S+1 = 1
lowest unoccupied orbital energy = -0.5 eV
highest occupied orbital energy = -8.3 eV



Entry Q
The following is a quantum chemistry calculation of a structure of composition C7H14O3, from OMol25.

The geometry in XYZ format:
```
24
C7H14O3 (ωB97M-V/def2-TZVPD)
C 0.7974 0.0923 -0.6115
C -1.4303 -0.4382 0.4364
C 0.5079 0.0496 0.7584
C 0.9073 -1.1299 -1.4627
C -2.1729 0.2627 -0.6722
C -1.9833 -0.1423 1.8112
C 2.9592 0.3944 0.1420
O 0.5979 1.2730 -1.2309
O 3.6040 1.4051 0.8339
O 3.6270 -0.2486 -0.6288
H 0.4306 1.1416 -2.1721
H 2.9263 1.8150 1.3908
H -1.3356 -1.5088 0.2586
H 0.4285 0.9953 1.2754
H 0.8142 -0.8259 1.3064
H 1.8623 -1.0591 -1.9919
H 0.1153 -1.1866 -2.2114
H 0.9274 -2.0327 -0.8583
H -1.8650 -0.0710 -1.6643
H -2.0491 1.3465 -0.6107
H -3.2484 0.0573 -0.6006
H -3.0239 -0.4802 1.8867
H -1.4201 -0.6406 2.6009
H -1.9767 0.9311 2.0147
```

Output
gap between HOMO and LUMO (alpha / beta) = 7.1205 / 7.1177 eV
2S+1 = 1
lowest unoccupied orbital energy (alpha / beta) = 0.4 / 0.4 eV
highest occupied orbital energy (alpha / beta) = -6.7 / -6.7 eV



Which is the most stable structure? entry P is the most stable.



Entry P
The following is a quantum chemistry calculation of a structure of composition H35O17, from OMol25.

The geometry in XYZ format:
```
52
H35O17 (ωB97M-V/def2-TZVPD)
O 1.9920 0.0407 0.6641
H -3.1807 -1.4467 0.8464
H -4.4887 -0.7761 0.4099
O -3.9204 -0.8902 1.1251
H 4.2229 -1.6020 2.2302
H -4.0036 2.8754 -0.8169
O 1.7509 -1.9643 -1.3514
H 2.0479 -2.9227 -1.3116
H 0.1703 1.7647 2.0123
O -4.9290 -0.3354 -1.8402
H -5.0372 -1.0179 -2.4657
H 0.2494 0.2822 1.8772
O 0.3513 0.9823 2.6182
H 1.4591 1.5459 -3.0547
O -1.1675 2.0402 0.3885
H -2.1744 2.1033 0.1275
H -0.1579 -3.5666 -4.8315
O -1.1308 2.2662 5.1993
H -1.3105 0.8035 -4.5325
H -0.0794 -0.1216 -2.4188
O 2.9989 1.2911 3.0110
H 1.5678 -0.7140 -0.0448
H 3.0730 0.2999 2.8543
O 4.0884 -0.7665 1.8074
H -3.5455 3.9292 -1.7870
H 3.1345 -0.7203 1.6418
O 0.3285 -3.3005 -3.9874
H -0.7985 1.4974 4.7747
H -0.1436 -3.3891 -3.1832
O 2.0192 -4.3985 -1.1048
H 0.5082 -2.1483 3.8589
H 1.0612 3.6635 2.2903
O -0.6423 -0.9870 -2.3301
H 2.8753 -4.5798 -1.5917
H -0.2335 -1.5566 -1.7013
O 0.1577 -1.3148 4.1470
H 2.3742 0.6556 -0.0516
H 2.1125 -1.6471 -2.1678
O 0.7459 3.3824 1.3945
H -2.0896 1.9030 5.2413
H -0.9410 1.2704 -0.0417
O 2.1183 2.1716 -2.9885
H 0.0704 -1.2858 5.0940
H 2.9079 1.3980 1.9601
O -3.2078 3.1131 -1.3313
H -0.1569 3.7429 1.1818
H -5.2286 0.3927 -2.4146
O -0.4369 0.4311 -4.1774
H -0.3141 -0.4587 -4.6447
H 1.5479 1.0326 2.9315
H 1.3751 -5.0772 -1.4809
H 2.0095 2.1091 -2.0357
```

Output
total charge = +1
gap between HOMO and LUMO = 10.3421 eV
2S+1 = 1
lowest unoccupied orbital energy = -3.0 eV
highest occupied orbital energy = -13.4 eV



Entry Q
The following is a quantum chemistry calculation of a structure of composition H35O17, from OMol25.

The geometry in XYZ format:
```
52
H35O17 (ωB97M-V/def2-TZVPD)
O 1.1932 -3.3957 3.3175
H 0.7576 -3.7901 3.9585
H 0.9855 -2.5272 3.2134
O 1.0601 1.7642 -1.0477
H 0.5137 1.1026 -0.5327
H 1.0837 2.5896 -0.5504
O 3.7383 0.2035 -3.3268
H 3.9599 -0.6873 -3.5364
H 3.1592 0.2797 -2.5542
O 0.2921 -2.2226 0.2519
H -0.1612 -2.6213 -0.5807
H -1.9869 -3.4016 1.3428
O -0.6486 -3.4441 -1.6333
H -0.7295 -2.1141 0.9742
O 1.4729 3.2285 2.5047
H 2.3856 3.0992 2.4723
H 1.2793 4.0131 2.1640
O -2.0511 1.8574 2.4037
H -1.6381 1.0026 2.3928
H -2.9628 1.6260 2.7337
O -1.2402 -3.1470 1.9083
H -0.3441 -2.9050 -2.3186
H -0.5251 -3.8465 1.5997
O 3.5238 2.6628 -1.3376
H 1.9923 1.5306 1.4337
H 2.8760 1.9588 -1.3126
O 0.2591 4.6946 -1.2831
H -0.1080 4.8856 -2.0124
H -0.0203 4.8234 -0.3983
O -3.9760 0.2780 -0.8590
H -4.2944 0.3130 -1.8454
H -4.7303 -0.3037 -0.5773
O -0.5707 1.2860 -2.6960
H -1.4371 1.0701 -3.0334
H -0.5742 2.2005 -2.2320
O 1.5262 0.1646 4.6299
H 2.3329 0.6255 5.0143
H 1.0465 0.9356 4.5282
O -0.7618 -0.0896 -0.3956
H -0.7287 -0.1103 -1.3401
H 1.7139 0.4086 2.3004
O -3.3063 -2.7339 0.2303
H -3.7855 -3.5228 0.0653
H -3.8958 -2.1103 0.4807
O 1.7182 0.6928 1.3119
H 0.5746 -1.2816 0.2800
H -1.5456 0.3889 -0.0603
O -0.0398 -1.7564 -3.7777
H 0.0819 -2.1475 -4.7378
H 0.7064 -1.2080 -3.8781
H -1.4886 -3.3975 -1.5229
H 3.3177 3.0783 -2.1318
```

Output
total charge = +1
gap between HOMO and LUMO = 9.3473 eV
2S+1 = 1
lowest unoccupied orbital energy = -3.2 eV
highest occupied orbital energy = -12.5 eV



Which is the most stable structure? entry P is the most stable.